No. 1
Formula: C31H31Cl64O
Source: the OMol25 dataset
Level of theory: ωB97M-V/def2-TZVPD

Geometry (Å):
C1 -5.8326 0.2525 5.0805
C2 -4.4045 -0.3553 5.0913
C3 -4.4646 -1.8786 4.9321
C4 -3.2079 -2.4976 4.3235
C5 -2.7930 -1.8685 2.9886
C6 -1.4966 -1.0819 3.0697
C7 -1.1680 -0.3140 1.7908
C8 -0.9692 -1.1715 0.5337
C9 0.5251 -1.3896 0.2032
C10 0.7849 -1.3201 -1.3188
C11 1.6310 -2.4315 -1.9604
C12 0.9019 -3.2289 -3.0653
C13 1.7274 -3.3378 -4.3457
O1 0.9819 -2.5488 -5.3529
C14 1.5711 -2.6501 -6.5991
C15 0.9023 -1.6915 -7.5618
H1 -5.9440 1.0284 4.3342
H2 -6.5834 -0.5182 4.9725
H3 -6.0263 0.7161 6.0445
H4 -3.9972 -0.1386 6.0705
H5 -3.8096 0.1094 4.3170
H6 -5.2911 -2.1453 4.2834
H7 -4.6282 -2.3279 5.9060
H8 -2.3798 -2.5341 5.0248
H9 -3.4444 -3.5390 4.1170
H10 -2.6345 -2.6716 2.2803
H11 -3.6028 -1.2671 2.5825
H12 -1.4980 -0.3846 3.9070
H13 -0.6997 -1.7996 3.2589
H14 -1.9148 0.4603 1.6361
H15 -0.2223 0.1912 1.9687
H16 -1.4453 -2.1423 0.5935
H17 -1.3277 -0.6370 -0.3263
H18 1.1129 -0.6257 0.6965
H19 0.8107 -2.3692 0.5715
H20 -0.1613 -1.2433 -1.8402
H21 1.3406 -0.3971 -1.4875
H22 2.0098 -3.1301 -1.2183
H23 2.4829 -1.9959 -2.4611
H24 0.6884 -4.2299 -2.6902
H25 -0.0592 -2.7572 -3.2844
H26 1.7429 -4.3848 -4.6944
H27 2.6375 -2.4072 -6.4845
H28 1.5099 -3.6789 -6.9922
H29 1.0513 -0.6911 -7.1713
H30 -0.1522 -1.9120 -7.6842
H31 1.3973 -1.8073 -8.5213
C16 3.0811 -1.1833 1.9734
Cl1 3.1032 -1.4962 0.2417
Cl2 2.1206 0.2640 2.3024
Cl3 2.3097 -2.5628 2.7637
Cl4 4.7254 -0.9568 2.5902
C17 2.4721 3.6158 4.4366
Cl5 1.1430 3.3517 3.2992
Cl6 2.6034 5.3455 4.7819
Cl7 2.1087 2.7289 5.9193
Cl8 3.9922 3.0370 3.7560
C18 2.7287 -1.3991 -11.8104
Cl9 1.5400 -0.3325 -11.0649
Cl10 3.3764 -2.4870 -10.5762
Cl11 1.9580 -2.3528 -13.0857
Cl12 4.0344 -0.4315 -12.5103
C19 7.1773 -3.1710 -13.7734
Cl13 8.8476 -3.3221 -13.2129
Cl14 6.7622 -4.5781 -14.7628
Cl15 6.0948 -3.0852 -12.3902
Cl16 7.0155 -1.7028 -14.7472
C20 -2.8383 1.9770 -1.7583
Cl17 -1.1801 1.4170 -2.0013
Cl18 -3.5722 2.3285 -3.3258
Cl19 -3.7884 0.7310 -0.9445
Cl20 -2.8182 3.4433 -0.7654
C21 -1.4815 4.5231 7.8900
Cl21 -3.2038 4.1751 7.7332
Cl22 -0.7000 4.2872 6.3304
Cl23 -1.2469 6.1960 8.4392
Cl24 -0.7724 3.4181 9.0745
C22 -0.9125 1.6283 -6.3338
Cl25 -0.4879 0.1709 -5.4409
Cl26 0.0330 1.6891 -7.8236
Cl27 -2.6393 1.5995 -6.7292
Cl28 -0.5546 3.0622 -5.3565
C23 2.8600 4.7909 -3.1920
Cl29 3.3465 4.1815 -4.7791
Cl30 2.5606 6.5318 -3.2899
Cl31 1.3930 3.9688 -2.6637
Cl32 4.1563 4.4793 -2.0327
C24 -5.8378 5.4910 10.8714
Cl33 -4.1832 5.8535 10.3985
Cl34 -6.8908 5.6003 9.4535
Cl35 -5.9115 3.8592 11.5402
Cl36 -6.3852 6.6572 12.0968
C25 0.3756 -6.8049 -0.1986
Cl37 -0.6154 -6.0542 -1.4418
Cl38 1.2074 -5.5005 0.6511
Cl39 -0.6239 -7.7343 0.9336
Cl40 1.5654 -7.8726 -0.9521
C26 4.0772 0.6249 -8.4931
Cl41 3.8121 1.5563 -7.0134
Cl42 4.9680 -0.8470 -8.1082
Cl43 2.5259 0.1967 -9.2166
Cl44 5.0102 1.6011 -9.6393
C27 -2.2834 9.2863 12.1456
Cl45 -1.4020 8.6097 13.5187
Cl46 -2.3026 11.0496 12.2669
Cl47 -1.4844 8.8021 10.6398
Cl48 -3.9332 8.6664 12.1384
C28 -1.5675 0.0635 11.8322
Cl49 -1.2362 -0.0513 10.0958
Cl50 -2.6459 1.4228 12.1600
Cl51 -2.3195 -1.4363 12.3823
Cl52 -0.0449 0.3136 12.6939
C29 3.4564 1.0644 -3.3754
Cl53 2.9441 2.5590 -4.1828
Cl54 2.9818 1.1224 -1.6731
Cl55 2.6903 -0.3284 -4.1377
Cl56 5.2189 0.9154 -3.4839
C30 5.2304 -6.1322 -9.9071
Cl57 3.5001 -5.9262 -10.1883
Cl58 6.0499 -6.4051 -11.4525
Cl59 5.8772 -4.6802 -9.1385
Cl60 5.4959 -7.5218 -8.8494
C31 -5.6612 0.9681 8.5887
Cl61 -6.0987 2.5797 7.9970
Cl62 -6.5805 0.6136 10.0582
Cl63 -6.0409 -0.2372 7.3547
Cl64 -3.9368 0.9183 8.9549

Forces on atoms 1 to 2 (eV/Å):
1.0 1.6 -2.2
-1.2 -0.1 -0.1

For the highest occupied orbital energy, the calculation gives -1.593 eV. As for the total charge: -1. Its orbital gap is 2.5695 eV. The molar mass is 2688.580 g/mol.

=====

No. 2
Formula: C31H31ClInN3O7P
Source: the OMol25 dataset
Level of theory: ωB97M-V/def2-TZVPD

Geometry (Å):
In1 -1.1907 -0.7890 1.1508
O1 -1.7492 -2.5391 2.9592
C1 -3.1343 -3.0075 2.7952
C2 -3.7897 -1.6395 2.5456
N1 -3.4273 -0.9080 1.3357
C3 -3.9435 0.4399 1.5953
C4 -2.8781 1.3252 2.3024
O2 -3.1697 2.3881 2.7955
O3 -1.6430 0.8295 2.2916
C5 -3.9496 -1.4967 0.1211
C6 -3.0805 -2.6434 -0.3119
O4 -3.4655 -3.6367 -0.8400
O5 -1.7998 -2.4271 -0.0487
H1 -1.1398 -3.2495 3.0499
H2 -3.1749 -3.7958 2.0783
H3 -3.4708 -3.4499 3.7278
H4 -4.8710 -1.7099 2.6432
H5 -3.4841 -0.9728 3.4218
H6 -4.2337 0.9031 0.6421
H7 -4.8581 0.5112 2.2447
H8 -5.0034 -1.7480 0.2785
H9 -3.8780 -0.7209 -0.5704
Cl1 2.4958 1.4340 0.3395
C7 2.4718 0.8846 -1.2963
C8 3.6437 0.7255 -1.8952
C9 3.7578 0.1759 -3.1958
C10 2.5924 -0.1946 -3.8012
C11 1.3533 -0.0559 -3.1744
C12 1.2636 0.4867 -1.8630
P1 -0.3127 0.6708 -1.0102
C13 -1.6288 0.2179 -2.2933
C14 -1.6314 -1.0923 -2.7599
C15 -2.6069 -1.5261 -3.6743
C16 -3.5409 -0.6111 -4.1312
C17 -3.5060 0.7011 -3.6531
C18 -2.5431 1.1310 -2.7555
C19 -0.3176 2.4652 -0.8384
C20 -0.5909 3.0978 0.3516
C21 -0.4759 4.4644 0.5228
C22 -0.0868 5.3107 -0.5004
C23 0.1619 4.6836 -1.7032
C24 0.0282 3.3174 -1.8808
H10 4.5639 0.9473 -1.3267
H11 4.7699 -0.0473 -3.5459
H12 2.6639 -0.5884 -4.7798
H13 0.4674 -0.4131 -3.6648
H14 -0.8755 -1.7209 -2.4454
H15 -2.4613 -2.4835 -4.0945
H16 -4.2524 -0.9112 -4.8475
H17 -4.1749 1.5039 -3.9400
H18 -2.4451 2.1885 -2.4899
H19 -0.9614 2.4503 1.1725
H20 -0.8095 4.8306 1.4884
H21 -0.0594 6.3902 -0.5397
H22 0.5047 5.1265 -2.6426
H23 0.1957 2.8510 -2.8343
O6 6.4730 -0.4229 2.6552
C25 6.0838 -0.3383 1.3083
N2 5.6377 -1.5977 0.7526
C26 4.3355 -2.0465 0.8002
O7 4.0134 -2.9115 -0.0160
C27 3.2087 -1.4465 1.7635
C28 3.4726 -0.7629 2.9217
C29 2.4511 -0.2624 3.6950
C30 1.1330 -0.3325 3.2073
N3 0.8714 -0.9245 2.0311
C31 1.8923 -1.5399 1.3919
H24 6.9380 -1.2726 2.7557
H25 6.8400 0.0518 0.6089
H26 5.2108 0.3617 1.3286
H27 6.1912 -2.0838 0.0698
H28 4.4934 -0.6687 3.3234
H29 2.6367 0.1754 4.6942
H30 0.2517 0.0722 3.6468
H31 1.5470 -2.1239 0.5565

Forces on atoms 1 to 2 (eV/Å):
0.5 -1.0 -0.7
-0.6 0.6 -0.3

For the highest occupied orbital energy, the calculation gives -11.759 eV. As for the total charge: +1. Its orbital gap is 8.8679 eV. The molar mass is 738.848 g/mol. Its relative energy (zero: lowest compared OMol25 entry of this formula, charge and spin) is 1.4137 eV.

=====

No. 3
Formula: C31H31CoN6O2S3
Source: the OMol25 dataset
Level of theory: ωB97M-V/def2-TZVPD

Geometry (Å):
Co1 0.5833 -0.4525 1.1115
N1 -2.9848 1.1193 -0.6026
C1 -3.9503 0.8538 0.4412
C2 -5.3353 0.7713 0.1120
C3 -6.2517 0.4944 1.1289
C4 -5.7974 0.2291 2.4163
C5 -4.4634 0.3275 2.7423
C6 -3.5764 0.6760 1.7487
S1 -1.8880 1.0708 2.1861
N2 -1.0032 0.9385 0.7172
C7 -1.5854 1.0541 -0.4273
C8 -0.8935 1.1049 -1.7507
C9 -1.5161 0.5265 -2.8564
C10 -0.9700 0.5778 -4.1422
C11 0.2280 1.2693 -4.2404
C12 0.7956 1.8104 -3.0684
N3 0.2961 1.6869 -1.8314
H1 -3.2144 1.7681 -1.2966
H2 -5.6541 0.7530 -0.9220
H3 -7.2769 0.4001 0.8001
H4 -6.5448 0.2191 3.1529
H5 -4.0566 0.3110 3.7445
H6 -2.4375 0.0127 -2.6647
H7 -1.4462 0.1791 -4.9944
H8 0.9091 1.1879 -5.1443
H9 1.8369 2.1246 -3.1546
O1 0.4661 -2.5134 -3.8468
C13 1.6698 -1.9851 -3.7556
C14 2.3042 -1.8855 -4.9737
C15 3.5451 -1.2284 -5.0685
C16 4.0892 -0.6358 -3.8758
C17 3.4561 -0.8229 -2.6846
C18 2.2166 -1.5209 -2.5367
C19 1.4819 -1.4902 -1.2701
O2 1.8080 -0.5130 -0.4606
N4 0.5426 -2.3522 -1.0390
N5 -0.0110 -2.1894 0.1996
C20 -0.8256 -3.1252 0.6223
S2 -1.6646 -2.7612 2.1419
C21 -2.1788 -4.5099 2.4360
C22 -2.4791 -5.0845 1.0733
S3 -1.2614 -4.5827 -0.1976
H10 0.1218 -2.5786 -2.9169
H11 1.8064 -2.2852 -5.8741
H12 4.0664 -1.0820 -5.9458
H13 5.0053 -0.0306 -3.9741
H14 3.9405 -0.3919 -1.8234
H15 -3.0784 -4.5806 3.0933
H16 -1.3619 -4.9991 2.9115
H17 -3.5023 -4.8987 0.7346
H18 -2.4210 -6.2075 1.1928
C23 1.4185 3.4719 1.2279
N6 2.1933 2.3611 0.5905
C24 2.9957 2.8270 -0.5834
C25 3.0048 1.6336 1.6678
C26 2.2448 1.2224 2.8996
C27 2.5641 1.8677 4.0747
C28 2.0131 1.4450 5.2628
C29 1.1470 0.3454 5.2174
C30 0.7519 -0.2154 4.0521
C31 1.2981 0.2293 2.7974
H19 1.0696 4.1774 0.4474
H20 2.1230 4.0081 1.8376
H21 0.5801 3.0679 1.7955
H22 1.5854 1.6365 0.2266
H23 3.6831 3.5540 -0.1944
H24 2.3679 3.3353 -1.3181
H25 3.4848 1.9516 -0.9521
H26 3.8899 2.2404 1.9732
H27 3.4540 0.7626 1.1373
H28 3.4079 2.6008 4.0932
H29 2.4619 1.9909 6.1463
H30 0.6774 -0.2378 6.1003
H31 0.0447 -1.0349 4.1324

Forces on atoms 1 to 2 (eV/Å):
-0.1 -0.2 -0.7
1.4 -0.7 2.3

For the highest occupied orbital energy (spin up / spin down), the calculation gives -10.223 / -10.233 eV. As for the total charge: +1. Its orbital gap (spin up / spin down) is 7.3290 / 7.2406 eV. The molar mass is 674.763 g/mol. Its expectation value of S² is 3.76. The multiplicity is 4.

=====

No. 4
Formula: C31H31FN2O5PRuS2
Source: the OMol25 dataset
Level of theory: ωB97M-V/def2-TZVPD

Geometry (Å):
Ru1 0.0818 -0.4361 -0.1156
C1 -2.2141 6.9812 -1.4655
C2 -1.0020 6.9319 -0.5361
C3 0.0783 7.8970 -1.0262
C4 1.2569 7.8629 -0.0690
C5 1.7626 6.4576 0.0614
C6 3.0895 6.2258 0.3575
C7 3.5600 4.9231 0.4800
F1 4.8718 4.7343 0.7280
C8 2.7162 3.8466 0.3652
C9 1.3542 4.0608 0.1220
C10 0.4367 2.9124 0.1555
O1 0.7909 1.8145 0.6265
C11 -0.8807 3.2178 -0.3064
C12 -1.2600 4.5037 -0.5383
N1 -0.4534 5.5762 -0.4125
C13 0.8729 5.3736 -0.0880
C14 -1.9153 2.1185 -0.5785
O2 -3.0919 2.4362 -0.5653
O3 -1.4419 0.9863 -0.8858
H1 -2.4565 8.0191 -1.6825
H2 -3.0953 6.5357 -1.0115
H3 -2.0017 6.4740 -2.4050
H4 -1.3131 7.2450 0.4709
H5 -0.3289 8.9076 -1.0818
H6 0.4052 7.6124 -2.0273
H7 0.9397 8.2132 0.9176
H8 2.0525 8.5259 -0.4075
H9 3.7787 7.0477 0.4808
H10 3.0756 2.8337 0.4629
H11 -2.2936 4.6560 -0.8034
C15 -0.3822 -6.2697 0.7944
C16 -0.8961 -5.8115 -0.5593
O4 -1.6063 -4.5779 -0.4398
P1 -0.9339 -3.1614 -0.6877
S1 -1.7642 -1.9644 0.7208
S2 1.0593 -3.2836 -0.8432
O5 -1.5356 -2.8258 -2.1443
C17 -0.9703 -1.7882 -2.9455
C18 -1.9148 -1.5135 -4.0990
H12 0.0884 -7.2430 0.6895
H13 -1.1930 -6.3496 1.5127
H14 0.3461 -5.5570 1.1769
H15 -1.6072 -6.5286 -0.9772
H16 -0.0521 -5.6887 -1.2440
H17 0.0116 -2.1261 -3.3044
H18 -0.8202 -0.8697 -2.3305
H19 -2.0605 -2.4324 -4.6600
H20 -1.4994 -0.7515 -4.7536
H21 -2.8773 -1.1807 -3.7211
N2 2.1465 -0.4467 -0.4352
C19 2.9547 -0.7840 0.4590
C20 2.4121 -1.5409 1.6289
C21 1.2263 -1.1141 2.2469
C22 0.6055 -1.9388 3.1811
C23 1.1369 -3.1830 3.4810
C24 2.3278 -3.5861 2.8938
C25 2.9618 -2.7726 1.9710
C26 4.4074 -0.5719 0.3707
C27 4.9853 -0.2843 -0.8649
C28 6.3463 -0.0649 -0.9580
C29 7.1390 -0.1222 0.1786
C30 6.5686 -0.4058 1.4090
C31 5.2072 -0.6252 1.5097
H22 0.8719 -0.0792 2.1251
H23 -0.3016 -1.5997 3.6645
H24 0.6352 -3.8268 4.1892
H25 2.7692 -4.5382 3.1503
H26 3.8663 -3.1080 1.4864
H27 4.3500 -0.2495 -1.7374
H28 6.7974 0.1483 -1.9163
H29 8.2020 0.0569 0.1079
H30 7.1894 -0.4576 2.2921
H31 4.7553 -0.8303 2.4692

Forces on atoms 1 to 2 (eV/Å):
0.9 -0.1 -0.2
0.1 -0.1 0.2

For the highest occupied orbital energy (spin up / spin down), the calculation gives -8.268 / -8.159 eV. Its orbital gap (spin up / spin down) is 6.7418 / 7.4689 eV. The molar mass is 726.774 g/mol. Its expectation value of S² is 1.23. The multiplicity is 2. Its relative energy (zero: lowest compared OMol25 entry of this formula, charge and spin) is 3.5572 eV.